DFT (ωB97M-V/def2-TZVPD) results for 8 unconnected molecules or ions with the total composition C28H56BNO29P2 in a non-equilibrium geometry.

Positions of all 117 atoms, in Å:
C (9.47, 3.12, 4.62)
C (8.31, 2.40, 4.69)
C (8.09, 1.12, 3.94)
C (6.78, 1.14, 3.08)
P (6.49, -0.63, 2.62)
O (5.93, -0.78, 1.28)
O (5.59, -1.25, 3.80)
O (7.89, -1.39, 2.70)
O (7.12, 1.99, 1.99)
C (6.61, 3.22, 2.20)
O (6.77, 4.16, 1.50)
O (5.87, 3.23, 3.34)
C (5.56, 1.88, 3.66)
P (5.22, 1.51, 5.45)
N (5.17, 2.77, 6.39)
B (4.13, 1.58, 2.92)
O (3.47, 2.62, 2.31)
O (3.57, 0.34, 2.96)
C (2.17, 0.32, 3.28)
H (10.43, 2.72, 4.93)
H (9.42, 4.10, 4.16)
H (7.50, 2.80, 5.30)
H (7.98, 0.29, 4.66)
H (8.93, 0.93, 3.29)
H (6.13, -1.76, 4.42)
H (8.17, -1.62, 3.59)
H (6.21, 0.61, 5.92)
H (4.02, 0.79, 5.46)
H (5.34, 3.62, 5.86)
H (3.74, 2.75, 1.40)
H (1.95, 1.05, 4.06)
H (1.57, 0.59, 2.41)
H (1.90, -0.68, 3.59)
C (7.27, 2.54, 9.28)
O (8.22, 1.80, 10.06)
C (8.13, 0.49, 9.94)
O (7.36, -0.11, 9.23)
O (9.06, -0.07, 10.72)
C (9.08, -1.50, 10.68)
H (7.45, 3.59, 9.47)
H (7.40, 2.33, 8.22)
H (6.25, 2.29, 9.58)
H (9.30, -1.85, 9.67)
H (8.13, -1.91, 11.02)
H (9.87, -1.81, 11.35)
C (1.16, 1.06, -2.59)
O (0.81, 2.39, -2.99)
C (1.04, 3.32, -2.07)
O (1.50, 3.13, -0.97)
O (0.68, 4.50, -2.56)
C (0.88, 5.60, -1.67)
H (0.92, 0.41, -3.43)
H (2.22, 0.99, -2.37)
H (0.57, 0.76, -1.73)
H (1.93, 5.71, -1.41)
H (0.28, 5.47, -0.77)
H (0.54, 6.49, -2.20)
C (-3.07, -3.85, -3.64)
O (-2.36, -2.63, -3.42)
C (-2.93, -1.56, -3.96)
O (-3.95, -1.56, -4.60)
O (-2.18, -0.49, -3.69)
C (-2.68, 0.74, -4.23)
H (-2.50, -4.63, -3.14)
H (-4.07, -3.80, -3.20)
H (-3.14, -4.07, -4.70)
H (-3.66, 0.96, -3.82)
H (-2.73, 0.69, -5.32)
H (-1.98, 1.51, -3.93)
C (-7.06, -6.77, -6.23)
O (-7.41, -5.44, -6.61)
C (-7.17, -4.52, -5.68)
O (-6.71, -4.72, -4.59)
O (-7.54, -3.34, -6.17)
C (-7.33, -2.24, -5.27)
H (-7.31, -7.41, -7.07)
H (-6.00, -6.85, -6.01)
H (-7.64, -7.08, -5.36)
H (-6.27, -2.15, -5.03)
H (-7.91, -2.38, -4.36)
H (-7.66, -1.34, -5.77)
C (-9.91, -2.10, -7.53)
O (-11.29, -1.81, -7.79)
C (-12.08, -2.88, -7.83)
O (-11.73, -4.02, -7.66)
O (-13.32, -2.48, -8.07)
C (-14.27, -3.54, -8.14)
H (-9.39, -1.14, -7.53)
H (-9.79, -2.57, -6.57)
H (-9.50, -2.73, -8.31)
H (-14.32, -4.08, -7.20)
H (-14.03, -4.22, -8.95)
H (-15.24, -3.09, -8.33)
C (13.15, 8.87, 4.52)
O (12.45, 8.85, 3.27)
C (12.00, 7.65, 2.91)
O (12.13, 6.63, 3.54)
O (11.37, 7.77, 1.75)
C (10.84, 6.54, 1.25)
H (13.46, 9.90, 4.68)
H (12.50, 8.55, 5.33)
H (14.03, 8.23, 4.47)
H (10.09, 6.14, 1.93)
H (11.63, 5.82, 1.08)
H (10.36, 6.77, 0.30)
C (-17.08, -7.38, -2.42)
O (-15.73, -6.93, -2.45)
C (-15.45, -6.11, -3.46)
O (-16.22, -5.73, -4.30)
O (-14.16, -5.76, -3.37)
C (-13.73, -4.87, -4.40)
H (-17.17, -8.04, -1.56)
H (-17.76, -6.54, -2.31)
H (-17.32, -7.94, -3.33)
H (-14.28, -3.93, -4.36)
H (-13.84, -5.33, -5.38)
H (-12.68, -4.67, -4.22)

SMILES: C=CC[C@]1(P(=O)(O)O)OC(=O)O[C@@]1([PH2]=N)B(O)OC.COC(=O)OC.COC(=O)OC.COC(=O)OC.COC(=O)OC.COC(=O)OC.COC(=O)OC.COC(=O)OC
Frontier orbital gap (Ha): 0.29484
Calculated total energy (eV): -110066.112
HOMO (hartree): -0.3097